Here is C17H19N4O5ReSSe2 as an isolated structure from the Open Molecules 2025 dataset. Energies are from the ωB97M-V functional and the def2-TZVPD basis.

Last column: Löwdin charge in e.
Cartesian coordinates (Å):
Re -0.521 -0.127 -0.102  1.28
C -1.077 3.903 -1.667  0.01
C -0.923 2.669 -0.855  -0.22
N -0.509 1.543 -1.326  -0.16
N -0.062 1.418 -2.612  0.03
C 0.900 0.529 -2.672  -0.77
N 1.471 0.270 -3.847  0.12
S 1.566 -0.282 -1.247  0.64
C -1.138 2.651 0.601  -0.19
C -1.667 3.719 1.296  0.03
C -1.779 3.638 2.677  0.00
C -1.346 2.494 3.322  -0.01
C -0.824 1.459 2.567  -0.12
N -0.716 1.531 1.239  -0.07
H -0.743 3.724 -2.684  0.08
H -0.506 4.723 -1.232  0.10
H -2.129 4.198 -1.687  0.11
H 1.132 0.733 -4.674  0.12
H 2.173 -0.442 -3.932  0.10
H -1.994 4.600 0.762  0.13
H -2.201 4.460 3.239  0.13
H -1.410 2.390 4.395  0.12
H -0.470 0.549 3.028  0.08
O -5.715 -2.274 -2.640  0.20
C -4.716 -1.873 -2.136  -0.21
C -4.617 -0.946 -0.895  -0.25
O -5.523 -0.450 -0.288  0.17
C -3.166 -0.780 -0.701  -0.26
C -2.434 -1.470 -1.609  -0.26
O -1.107 -1.387 -1.538  -0.25
C -3.265 -2.246 -2.542  -0.26
O -2.929 -2.963 -3.441  0.17
O -2.515 -0.061 0.202  -0.19
C 2.781 0.055 4.018  -0.38
Se 2.402 0.138 2.112  0.89
C 2.412 -1.784 1.786  -0.56
C 1.224 -2.496 2.393  -0.49
Se -0.526 -2.112 1.591  0.99
C -0.630 -3.654 0.405  -0.30
H 3.730 -0.449 4.183  0.03
H 1.987 -0.439 4.573  0.02
H 2.862 1.085 4.359  0.02
H 3.333 -2.188 2.208  0.08
H 2.463 -1.927 0.709  0.02
H 1.105 -2.248 3.445  0.05
H 1.316 -3.581 2.321  0.08
H -0.534 -4.541 1.025  0.04
H 0.147 -3.592 -0.350  0.05
H -1.610 -3.633 -0.062  0.03

Values from the calculation:
DFT total energy, hartree: -6533.534962
LUMO (alpha / beta), Eh: -0.146 / -0.185
⟨S²⟩: 3.78
Spin multiplicity: 4
HOMO-LUMO gap (alpha / beta), eV: 7.2563 / 6.2630
Charge: +1



Here is C31H38CuNOPSi as an isolated structure in a non-equilibrium geometry from the Open Molecules 2025 dataset. Energies are from the ωB97M-V functional and the def2-TZVPD basis.

Last column: Löwdin charge in e.
Cartesian coordinates (Å):
C -2.809 0.208 -4.099  -0.09
C -2.612 -1.020 -3.454  -0.05
C -1.909 -1.087 -2.234  -0.24
C -1.389 0.084 -1.633  -0.07
C -1.566 1.314 -2.324  -0.32
C -2.274 1.377 -3.538  -0.06
C -1.691 -2.417 -1.545  -0.13
C -0.228 -2.888 -1.368  -0.16
N 0.818 -1.834 -1.117  -0.29
Cu 0.000 0.000 0.000  0.25
C -0.869 2.535 -1.752  -0.29
P 0.790 1.910 -1.180  0.87
H -3.008 -1.941 -3.902  0.11
H -2.398 2.337 -4.054  0.11
H -3.362 0.253 -5.044  0.10
H -1.385 2.909 -0.847  0.09
H -0.782 3.368 -2.472  0.09
H -2.146 -2.359 -0.545  0.09
H -2.217 -3.221 -2.090  0.12
H -0.195 -3.583 -0.514  0.12
C 1.519 3.254 -0.152  -0.26
C 1.791 1.999 -2.736  -0.26
H 0.100 -3.459 -2.259  0.12
C 1.375 -1.398 -2.421  -0.09
C 1.912 -2.428 -0.308  -0.09
H -0.672 1.142 0.833  0.12
H 1.866 -2.251 -2.933  0.09
H 0.561 -1.012 -3.051  0.09
H 2.116 -0.606 -2.244  0.06
H 2.444 -3.174 -0.915  0.09
H 2.619 -1.644 0.031  0.09
H 1.473 -2.936 0.564  0.08
H 1.808 3.035 -3.119  0.05
H 2.826 1.666 -2.549  0.05
H 1.331 1.344 -3.492  0.04
H 1.670 4.177 -0.738  0.05
H 0.840 3.453 0.692  0.04
H 2.485 2.913 0.256  0.05
H 1.168 -0.018 1.163  0.11
O -0.697 -1.209 1.137  -0.42
Si -0.658 -1.302 2.759  0.45
C -0.821 0.450 3.395  -0.25
C -1.981 1.178 3.079  -0.11
C -2.131 2.497 3.517  -0.09
C -1.127 3.101 4.277  -0.10
C 0.026 2.383 4.605  -0.09
C 0.179 1.062 4.170  -0.08
C -2.119 -2.129 3.535  -0.24
C -3.123 -2.748 2.784  -0.07
C -4.213 -3.342 3.436  -0.08
C -4.299 -3.316 4.832  -0.09
C -3.299 -2.699 5.584  -0.09
C -2.214 -2.108 4.938  -0.10
C 0.930 -2.105 3.416  -0.21
C 0.847 -3.301 4.153  -0.08
C 1.998 -3.900 4.679  -0.08
C 3.249 -3.315 4.480  -0.09
C 3.351 -2.130 3.754  -0.09
C 2.206 -1.528 3.228  -0.13
H -2.766 0.727 2.485  0.11
H -3.025 3.053 3.264  0.10
H -1.242 4.123 4.612  0.09
H 0.802 2.852 5.195  0.09
H 1.080 0.534 4.440  0.08
H -3.068 -2.769 1.704  0.09
H -4.993 -3.821 2.860  0.09
H -5.142 -3.773 5.336  0.10
H -3.362 -2.672 6.664  0.10
H -1.445 -1.627 5.533  0.11
H -0.106 -3.779 4.329  0.09
H 1.919 -4.817 5.247  0.10
H 4.138 -3.775 4.892  0.10
H 4.320 -1.669 3.608  0.10
H 2.351 -0.604 2.708  0.06

Values from the calculation:
DFT total energy, hartree: -3605.274119
LUMO (alpha / beta), Eh: -0.034 / -0.022
⟨S²⟩: 0.78
Spin multiplicity: 2
HOMO-LUMO gap (alpha / beta), eV: 6.4153 / 7.4397
Charge: 0
ΔE to the lowest compared entry with this formula, charge and spin, kJ/mol: 233.9



Here is an isolated ion of composition C34H32NO3S and charge +1 in a non-equilibrium geometry from the Open Molecules 2025 dataset. Energies are from the ωB97M-V functional and the def2-TZVPD basis.

Last column: Löwdin charge in e.
Cartesian coordinates (Å):
C 3.216 -2.517 -0.593  -0.04
O 1.910 -2.044 -0.204  -0.11
C 0.971 -2.969 0.111  -0.18
C 1.269 -4.341 -0.042  -0.01
C 0.390 -5.298 0.452  -0.05
C -0.807 -4.904 1.045  -0.05
C -1.099 -3.549 1.181  -0.01
C -0.278 -2.536 0.667  -0.04
C -0.664 -1.097 0.661  -0.02
C 0.192 -0.121 0.390  0.06
N 1.239 0.580 0.287  -0.02
C 1.867 0.945 -1.003  -0.09
C 0.852 0.678 -2.078  -0.23
C 1.067 -0.353 -2.991  -0.02
C 0.089 -0.638 -3.945  -0.05
C -1.073 0.136 -4.003  -0.09
C -1.253 1.216 -3.129  -0.07
C -0.292 1.474 -2.147  -0.06
S 2.382 0.865 1.834  0.82
O 1.515 0.485 2.919  -0.25
O 3.611 0.170 1.540  -0.25
C 2.586 2.632 1.721  -0.30
C 3.807 3.162 1.277  -0.04
C 3.935 4.542 1.121  -0.01
C 2.865 5.398 1.397  -0.25
C 2.995 6.871 1.158  -0.03
C 1.680 4.857 1.904  -0.01
C 1.531 3.482 2.076  -0.04
C -2.117 -0.781 0.905  -0.33
C -2.945 -1.570 -0.124  -0.19
C -3.954 -2.473 0.201  -0.03
C -4.585 -3.203 -0.815  -0.06
C -4.266 -2.961 -2.154  -0.07
C -3.273 -2.031 -2.481  -0.05
C -2.629 -1.336 -1.455  -0.02
C -2.499 -0.974 2.377  -0.01
C -2.468 0.198 3.048  -0.03
C -2.248 1.369 2.129  -0.15
C -2.423 0.738 0.730  -0.10
H 3.857 -1.636 -0.592  0.08
H 3.599 -3.255 0.128  0.11
H 3.163 -2.957 -1.601  0.10
H 2.210 -4.643 -0.509  0.11
H 0.665 -6.348 0.371  0.12
H -1.520 -5.649 1.407  0.12
H -2.009 -3.284 1.705  0.08
H 2.154 2.004 -0.949  0.13
H 2.780 0.343 -1.139  0.13
H 2.004 -0.918 -2.938  0.12
H 0.246 -1.464 -4.641  0.12
H -1.844 -0.096 -4.739  0.11
H -2.145 1.839 -3.182  0.12
H -0.408 2.293 -1.431  0.12
H 4.633 2.492 1.035  0.12
H 4.881 4.962 0.773  0.13
H 2.042 7.369 1.336  0.08
H 3.743 7.313 1.823  0.10
H 3.310 7.081 0.132  0.09
H 0.861 5.530 2.165  0.13
H 0.601 3.069 2.469  0.10
H -4.219 -2.646 1.246  0.11
H -5.346 -3.940 -0.555  0.11
H -4.760 -3.518 -2.952  0.11
H -3.009 -1.827 -3.521  0.10
H -1.835 -0.613 -1.667  0.09
H -2.678 -1.954 2.811  0.11
H -2.565 0.358 4.124  0.12
H -1.243 1.810 2.225  0.09
H -2.958 2.189 2.298  0.12
H -3.486 0.788 0.457  0.14
H -1.823 1.204 -0.055  0.09

Values from the calculation:
DFT total energy, hartree: -1993.146385
LUMO, Eh: -0.128
SMILES: COc1ccccc1C(=C=[N+](Cc1ccccc1)S(=O)(=O)c1ccc(C)cc1)[C@@]1(c2ccccc2)C=CCC1
HOMO-LUMO gap, eV: 7.6500
Charge: +1



Here is a 4-piece molecular cluster, C33H68N4O7P overall in a non-equilibrium geometry from the Open Molecules 2025 dataset. Energies are from the ωB97M-V functional and the def2-TZVPD basis.

Last column: Löwdin charge in e.
Cartesian coordinates (Å):
C -3.864 -1.159 0.388  -0.08
C -3.461 -1.663 -1.011  -0.23
C -2.198 -0.956 -1.518  -0.23
C -2.391 0.545 -1.790  -0.17
C -2.003 1.004 -3.210  -0.17
C -0.664 0.448 -3.723  -0.18
C -0.747 -0.182 -5.142  -0.18
C -0.351 -1.657 -5.070  -0.20
C 1.173 -1.831 -4.912  -0.19
C 1.532 -2.819 -3.798  -0.20
C 0.762 -4.158 -3.852  -0.18
C -0.278 -4.267 -2.734  -0.19
C 0.341 -4.179 -1.317  -0.18
C -0.203 -5.254 -0.362  -0.19
C -1.408 -4.808 0.468  -0.20
C -1.325 -3.429 1.171  -0.22
P 0.115 -3.101 2.223  1.07
C 1.018 -4.577 2.731  -0.18
C 0.118 -5.749 3.134  -0.25
O -0.335 -5.851 4.251  0.09
C -0.489 -2.243 3.709  -0.19
C 0.224 -2.613 5.023  -0.28
O 0.007 -1.568 5.956  -0.05
N 1.225 -2.181 1.306  -0.06
C 0.629 -0.985 0.711  -0.46
C 1.239 -0.507 -0.575  0.04
O -0.326 -0.436 1.212  0.10
C 2.464 -1.899 2.051  -0.44
C 3.742 -2.073 1.289  0.03
O 2.420 -1.539 3.206  0.13
H -3.614 -1.910 1.135  0.05
H -4.930 -0.965 0.422  0.08
H -3.323 -0.252 0.644  0.07
H -3.251 -2.734 -0.992  0.08
H -4.247 -1.498 -1.744  0.11
H -1.428 -1.092 -0.750  0.05
H -1.852 -1.467 -2.416  0.08
H -3.450 0.767 -1.659  0.11
H -1.862 1.159 -1.063  0.11
H -1.923 2.085 -3.195  0.06
H -2.819 0.788 -3.895  0.11
H -0.273 -0.319 -3.054  0.06
H 0.058 1.261 -3.724  0.11
H -0.069 0.365 -5.792  0.11
H -1.749 -0.109 -5.553  0.11
H -0.807 -2.096 -4.189  0.07
H -0.705 -2.156 -5.969  0.11
H 1.643 -2.099 -5.856  0.11
H 1.598 -0.868 -4.627  0.11
H 1.341 -2.310 -2.854  0.07
H 2.601 -3.023 -3.847  0.11
H 0.225 -4.229 -4.795  0.11
H 1.476 -4.975 -3.774  0.11
H -0.837 -5.191 -2.878  0.11
H -0.991 -3.449 -2.820  0.08
H 1.412 -4.341 -1.422  0.11
H 0.156 -3.176 -0.951  0.07
H -0.548 -6.079 -0.980  0.11
H 0.597 -5.680 0.242  0.09
H -2.249 -4.730 -0.220  0.12
H -1.708 -5.560 1.193  0.10
H -1.443 -2.650 0.422  0.06
H -2.188 -3.341 1.829  0.09
H 1.718 -4.853 1.946  0.10
H 1.621 -4.339 3.604  0.10
H -0.097 -6.493 2.353  0.12
H -0.452 -1.171 3.568  0.07
H -1.528 -2.555 3.806  0.11
H 1.292 -2.766 4.900  0.09
H -0.196 -3.511 5.464  0.12
H 0.775 -0.995 5.972  0.09
H 2.254 -0.852 -0.718  0.08
H 0.596 -0.887 -1.368  0.06
H 1.162 0.575 -0.596  0.11
H 4.556 -1.990 1.999  0.10
H 3.841 -1.244 0.592  0.09
H 3.772 -3.014 0.750  0.10
C -2.000 3.436 5.113  -0.35
O -2.578 3.929 4.168  0.02
N -1.137 2.401 5.018  -0.19
C -0.464 1.846 6.174  -0.05
C -0.894 1.845 3.700  -0.05
H -2.131 3.801 6.146  0.14
H 0.620 1.933 6.058  0.09
H -0.728 0.793 6.293  0.07
H -0.762 2.383 7.071  0.09
H -0.500 2.620 3.040  0.09
H -1.829 1.480 3.271  0.10
H -0.178 1.028 3.766  0.06
C -1.647 4.561 -3.321  -0.38
O -1.762 4.291 -4.503  0.01
N -0.797 5.464 -2.812  -0.18
C -0.715 5.737 -1.387  -0.05
C 0.066 6.196 -3.723  -0.03
H -2.252 4.063 -2.542  0.13
H -0.957 6.788 -1.205  0.09
H 0.296 5.531 -1.017  0.05
H -1.429 5.115 -0.848  0.08
H -0.535 6.754 -4.442  0.09
H 0.700 5.503 -4.276  0.09
H 0.689 6.882 -3.156  0.09
C 2.352 5.577 0.711  -0.35
O 2.239 5.259 -0.462  -0.02
N 3.212 6.496 1.170  -0.19
C 3.299 6.841 2.577  -0.05
C 4.085 7.169 0.219  -0.03
H 1.733 5.127 1.505  0.13
H 3.077 7.900 2.718  0.09
H 4.303 6.638 2.952  0.09
H 2.583 6.254 3.149  0.08
H 3.490 7.695 -0.528  0.09
H 4.709 6.439 -0.297  0.09
H 4.716 7.879 0.745  0.09

Values from the calculation:
DFT total energy, hartree: -2385.004953
LUMO, Eh: -0.123
HOMO-LUMO gap, eV: 7.0191
Charge: +1